Record 1
The following is a DFT calculation (wB97M-V/def2-TZVPD) of one molecule with the formula C10H12N4O5 at a distorted geometry.

LUMO level   0.62 eV
SMILES   O=c1[nH]cnc2c1cnn2[C@@H]1O[C@H](CO)[C@@H](O)[C@H]1O
HOMO level   -9.075 eV
Max |F|   0.021 Eh/bohr
Spin multiplicity   1
Energy above the lowest of the compared OMol25 structures with the same formula, charge and spin   0.428 eV
Electronic energy   -26762.4416 eV

Positions of all 31 atoms, in Å:
O 0.478 1.058 5.143
C 0.140 1.369 4.026
C 0.319 0.675 2.780
C -0.175 1.241 1.593
N 0.131 0.394 0.594
N 0.787 -0.681 1.063
C 0.909 -0.534 2.362
H 1.406 -1.276 2.954
C -0.208 0.549 -0.801
O -1.284 -0.278 -1.157
C -0.836 -1.345 -1.974
C 0.392 -0.809 -2.723
O 0.046 -0.078 -3.878
H -0.349 -0.677 -4.518
H 1.084 -1.620 -2.972
C 1.001 0.189 -1.714
O 1.589 1.295 -2.309
H 1.096 1.481 -3.123
H 1.764 -0.301 -1.102
H -1.653 -1.582 -2.664
C -0.499 -2.596 -1.153
O -0.110 -3.608 -2.057
H 0.108 -4.401 -1.555
H -1.395 -2.891 -0.590
H 0.302 -2.359 -0.442
H -0.515 1.595 -0.920
N -0.821 2.429 1.485
C -0.972 3.040 2.606
N -0.546 2.587 3.809
H -0.711 3.138 4.643
H -1.479 3.995 2.595


Record 2
The following is a DFT calculation (wB97M-V/def2-TZVPD) of a 3-piece molecular cluster, C16H36ClN2 overall at a distorted geometry.

LUMO level (alpha / beta)   0.22 / 0.33 eV
HOMO level (alpha / beta)   -2.039 / -6.684 eV
Max |F|   0.059 Eh/bohr
Spin multiplicity   2
Electronic energy   -32672.4689 eV

Positions of all 55 atoms, in Å:
C 8.265 3.650 21.528
C 7.739 4.372 20.275
C 6.247 3.927 19.923
N 5.853 4.503 18.561
C 5.862 6.041 18.474
C 6.760 3.919 17.467
C 5.844 3.932 16.244
C 4.372 4.174 16.719
C 4.449 4.012 18.201
H 7.717 3.934 22.426
H 9.319 3.773 21.778
H 8.096 2.581 21.403
H 8.475 4.234 19.483
H 7.760 5.433 20.523
H 5.424 4.331 20.513
H 6.053 2.865 19.773
H 5.195 6.404 19.256
H 5.586 6.372 17.473
H 6.850 6.471 18.635
H 7.508 4.690 17.284
H 7.196 2.933 17.632
H 6.064 4.744 15.550
H 5.822 3.055 15.597
H 4.089 5.214 16.555
H 3.668 3.471 16.275
H 3.608 4.409 18.770
H 4.477 2.944 18.419
C 6.095 0.572 8.564
C 4.744 0.700 9.210
C 4.502 2.198 9.551
N 3.423 2.393 10.635
C 2.084 1.576 10.399
C 3.247 3.942 10.821
C 4.037 4.316 12.086
C 3.820 3.119 12.937
C 3.943 1.953 12.023
H 6.095 1.188 7.665
H 6.390 -0.443 8.301
H 6.937 0.861 9.194
H 4.776 0.083 10.108
H 3.943 0.247 8.626
H 4.110 2.722 8.679
H 5.435 2.674 9.853
H 1.793 1.980 9.430
H 1.468 1.839 11.259
H 2.344 0.524 10.518
H 2.192 4.120 11.029
H 3.405 4.467 9.878
H 3.723 5.219 12.610
H 5.069 4.401 11.746
H 2.870 3.055 13.467
H 4.574 3.086 13.723
H 3.371 1.158 12.500
H 4.974 1.610 11.937
Cl 3.166 7.197 14.770


Record 3
The following is a DFT calculation (wB97M-V/def2-TZVPD) of one molecule with the formula C13H19N3O at a distorted geometry.

LUMO level   0.68 eV
SMILES   Cc1cc(N)ccc1NC(=O)CN1CCCC1
HOMO level   -7.375 eV
Max |F|   0.332 Eh/bohr
Spin multiplicity   1
Energy above the lowest of the compared OMol25 structures with the same formula, charge and spin   12.859 eV
Electronic energy   -20295.2409 eV

Positions of all 36 atoms, in Å:
C 0.926 -0.657 -1.494
C 0.031 0.498 -2.131
C 0.167 0.770 -3.520
C -0.718 1.761 -3.957
C -1.631 2.634 -3.017
C -1.702 2.113 -1.688
C -1.003 1.016 -1.117
N -0.860 0.983 0.243
C -1.190 -0.245 0.837
O -1.438 -1.285 0.136
C -1.193 -0.352 2.275
N -0.027 -0.739 3.045
C 0.965 0.156 2.786
H 1.072 0.553 1.749
C 2.213 -0.977 2.632
H 3.011 -0.906 3.108
H 2.203 -1.248 1.541
C 1.444 -2.378 3.247
H 1.705 -2.208 4.191
H 1.954 -3.376 2.850
C 0.118 -2.111 2.865
H -0.043 -2.715 1.786
H -0.552 -2.818 3.383
H 1.222 0.453 3.556
H -1.272 0.919 2.657
H -2.194 -0.829 2.532
H -1.227 1.807 0.818
H -2.140 2.681 -1.200
H -2.241 3.098 -3.469
N -0.649 1.986 -5.304
H -1.235 2.508 -5.713
H -0.133 1.398 -5.781
H 0.806 0.148 -4.035
H 0.308 -1.423 -1.050
H 1.430 -0.211 -0.489
H 1.870 -1.004 -2.274


Record 4
The following is a DFT calculation (wB97M-V/def2-TZVPD) of C15H15FeNO3 as an isolated structure at a distorted geometry.

LUMO level (alpha / beta)   5.33 / 5.33 eV
HOMO level (alpha / beta)   1.011 / -0.010 eV
Net charge   -2
Max |F|   0.102 Eh/bohr
Spin multiplicity   5
Energy above the lowest of the compared OMol25 structures with the same formula, charge and spin   1.784 eV
Electronic energy   -57812.6803 eV

Positions of all 35 atoms, in Å:
C 0.192 -2.060 -2.275
C -0.821 -1.266 -1.645
C -0.640 -1.375 -0.215
C 0.496 -2.216 0.024
C 1.012 -2.626 -1.250
Fe 1.026 -0.458 -1.084
C -1.583 2.158 -1.036
C -1.036 2.969 -1.937
C -0.038 3.606 -2.527
N 2.643 -0.359 -1.262
H -1.332 -1.017 0.542
H -1.649 -0.768 -2.146
H 0.834 -2.542 1.005
H 1.848 -3.294 -1.421
H 0.267 -2.257 -3.346
H -2.520 1.618 -1.213
H 3.529 0.148 -1.213
H -1.130 2.052 -0.042
H -0.186 4.526 -3.109
H 0.988 3.213 -2.464
O 1.054 2.143 4.020
C 0.596 1.376 4.926
C 0.838 1.627 6.327
C 0.353 0.778 7.302
C -0.401 -0.360 6.959
C -0.667 -0.636 5.611
C -0.200 0.190 4.600
C -0.504 -0.151 3.177
O -1.176 -1.130 2.878
O 0.015 0.683 2.265
H 0.525 1.421 2.810
H 1.424 2.513 6.576
H 0.562 0.999 8.351
H -0.778 -1.026 7.737
H -1.251 -1.511 5.325


Record 5
The following is a DFT calculation (wB97M-V/def2-TZVPD) of an isolated ion of composition C9H11N2OS and charge +1 at a distorted geometry.

LUMO level   -6.60 eV
HOMO level   -13.756 eV
Net charge   +1
Max |F|   0.149 Eh/bohr
Spin multiplicity   1
Energy above the lowest of the compared OMol25 structures with the same formula, charge and spin   3.362 eV
Electronic energy   -25362.8406 eV

Positions of all 24 atoms, in Å:
C 0.475 0.684 -1.743
C 0.096 1.537 -2.757
C -1.833 2.262 -1.610
C -0.300 0.645 -0.614
C -1.473 1.429 -0.567
C -1.533 -0.443 1.181
C 0.659 -2.340 1.608
C 2.162 -0.397 1.039
C 0.981 -1.221 0.581
N -1.033 2.297 -2.649
N -0.191 -0.326 0.362
O -3.748 1.135 0.978
S -2.294 1.092 1.045
H 1.299 0.104 -2.009
H 0.732 1.539 -3.690
H -2.659 2.858 -1.741
H -1.580 -1.265 1.855
H 0.932 -1.973 2.510
H -0.444 -2.496 1.563
H 1.297 -3.205 1.293
H 3.179 -0.871 1.001
H 2.070 -0.036 2.057
H 2.093 0.602 0.660
H 1.113 -1.613 -0.354


Record 6
The following is a DFT calculation (wB97M-V/def2-TZVPD) of a 2-piece molecular cluster, C4H6OS overall at a distorted geometry.

LUMO level (alpha / beta)   0.37 / 0.37 eV
HOMO level (alpha / beta)   -7.345 / -7.352 eV
Max |F|   0.083 Eh/bohr
Spin multiplicity   1
Energy above the lowest of the compared OMol25 structures with the same formula, charge and spin   4.977 eV
Electronic energy   -17123.1524 eV

Positions of all 12 atoms, in Å:
C -0.259 1.197 -0.588
C 0.846 0.863 0.071
C -1.133 0.080 -0.754
C 0.709 -0.551 0.460
O -0.333 -1.078 -0.168
S 1.926 -1.670 0.931
H -0.581 2.072 -1.093
H 1.521 1.670 0.530
H -2.005 0.182 -0.209
H -1.547 -0.137 -1.700
H -0.213 -0.011 2.069
H 1.069 -2.618 0.452


Q: The highest max |F| belongs to which entry?
A: C13H19N3O


Q: Which of these has the highest spin multiplicity?
A: C15H15FeNO3